C5H29NO10 | ωB97M-V with the def2-TZVPD basis set

Calculated values
Highest occupied orbital energy (eV): -9.86
Calculated total energy (hartree): -1015.0159
SMILES: CN[C@H](C)CC=O.O.O.O.O.O.O.O.O.O
Energy above the lowest of the compared OMol25 structures with the same formula, charge and spin (kJ/mol): 352.2
Frontier orbital gap (eV): 9.98

Each line ends with the Mulliken charge.
Atoms and positions in Å:
1 C -2.0118 0.3914 -0.9692  -1.181
2 N -0.9149 -0.5622 -0.8986  -0.286
3 C 0.4573 -0.0097 -0.7841  1.521
4 C 0.8583 1.0787 -1.8147  -1.971
5 C 1.4963 -1.1017 -0.8814  -0.435
6 C 1.8313 -1.8410 0.3861  -0.286
7 O 1.0430 -2.4796 1.0324  -0.518
8 H -2.5120 0.5507 -1.9256  0.345
9 H -1.7684 1.3758 -0.5073  0.426
10 H -2.8606 0.0317 -0.3247  0.277
11 H -0.9618 -1.0870 -1.7940  0.245
12 H 0.3735 0.5851 0.1503  0.004
13 H 1.7796 1.6332 -1.6170  0.329
14 H 1.1303 0.8294 -2.8258  0.273
15 H 0.0154 1.7362 -1.9187  0.471
16 H 1.0947 -1.8453 -1.6686  0.028
17 H 2.4430 -0.7756 -1.3507  0.482
18 H 2.8689 -1.5435 0.6166  0.356
19 O -0.8261 0.3806 3.7496  -0.742
20 H -1.4831 -0.0577 4.2995  0.322
21 H -0.8803 -0.0912 2.8767  0.436
22 O -1.1585 1.6957 -4.0561  -0.655
23 H -1.6202 1.8930 -3.2400  0.306
24 H -0.8721 0.7798 -4.0343  0.347
25 O -3.1403 1.7266 2.9093  -0.654
26 H -2.2426 1.5707 3.2535  0.378
27 H -3.2893 0.8705 2.4638  0.311
28 O 3.1933 3.0440 0.0089  -0.669
29 H 2.2555 2.7458 0.0316  0.363
30 H 3.3611 3.2241 0.9421  0.318
31 O -0.3169 -1.8593 -3.6140  -0.647
32 H -0.2290 -2.6596 -3.0838  0.311
33 H 0.5356 -1.5268 -3.9164  0.329
34 O -1.5159 -1.2683 1.8465  -0.809
35 H -1.2173 -1.1407 0.8989  0.372
36 H -0.8223 -1.8632 2.1892  0.358
37 O 0.5558 2.3074 1.6515  -0.623
38 H -0.3411 2.1958 1.9738  0.260
39 H 1.1647 1.6179 1.9531  0.374
40 O -0.1684 -3.8014 -1.1977  -0.615
41 H -0.1943 -4.6303 -0.6978  0.329
42 H -0.5569 -3.2258 -0.5196  0.289
43 O 2.1469 0.5144 3.2806  -0.700
44 H 1.6651 0.8713 4.0422  0.327
45 H 1.6347 -0.2799 3.0843  0.307

---

C5H2Br2N4 | ωB97M-V with the def2-TZVPD basis set

Calculated values
Highest occupied orbital energy (eV): -9.58
Calculated total energy (hartree): -5558.8086
SMILES: Brc1nc(Br)c2[nH]cnc2n1
Energy above the lowest of the compared OMol25 structures with the same formula, charge and spin (kJ/mol): 0.0
Frontier orbital gap (eV): 9.35

Each line ends with the Mulliken charge.
Atoms and positions in Å:
1 Br 2.9806 -2.7016 1.0438  -0.153
2 C 1.5694 -1.5353 0.4838  0.202
3 N 0.8108 -1.9399 -0.5540  -0.503
4 C -0.1953 -1.1693 -0.9198  0.112
5 Br -1.3202 -1.5306 -2.4636  -0.198
6 C -0.4287 0.0040 -0.2545  0.408
7 N -1.2665 1.0576 -0.3872  -0.089
8 C -0.8964 2.0208 0.5238  -0.163
9 N 0.1354 1.5975 1.2511  -0.646
10 C 0.4451 0.3790 0.7532  0.829
11 N 1.4648 -0.3701 1.1242  -0.421
12 H -1.9024 1.2091 -1.1661  0.241
13 H -1.3969 2.9787 0.5651  0.380

---

C5H2Br2N4 | ωB97M-V with the def2-TZVPD basis set

Calculated values
Highest occupied orbital energy (eV): -9.48
Calculated total energy (hartree): -5558.8082
SMILES: Brc1nc(Br)c2[nH]cnc2n1
Energy above the lowest of the compared OMol25 structures with the same formula, charge and spin (kJ/mol): 1.1
Frontier orbital gap (eV): 9.30

Each line ends with the Mulliken charge.
Atoms and positions in Å:
1 Br -0.0373 -0.8049 -4.0462  -0.143
2 C 0.1987 -0.3074 -2.2228  0.172
3 N 1.4225 -0.0966 -1.6918  -0.513
4 C 1.4814 0.1335 -0.3915  0.121
5 Br 3.1609 0.3898 0.5127  -0.189
6 C 0.3372 0.1020 0.3753  0.364
7 N -0.0165 0.2651 1.7051  -0.087
8 C -1.4187 0.1250 1.7890  -0.155
9 N -1.9428 -0.1061 0.6163  -0.609
10 C -0.8830 -0.1031 -0.2659  0.824
11 N -0.9650 -0.3198 -1.5559  -0.390
12 H 0.6300 0.4909 2.4597  0.218
13 H -1.9673 0.2316 2.7160  0.387

---

C5H2FN | ωB97M-V with the def2-TZVPD basis set

Calculated values
Highest occupied orbital energy (eV): -10.26
Calculated total energy (hartree): -346.1685
Energy above the lowest of the compared OMol25 structures with the same formula, charge and spin (kJ/mol): 101.2
Frontier orbital gap (eV): 9.40

Each line ends with the Mulliken charge.
Atoms and positions in Å:
1 C 2.1096 0.6421 -1.1672  0.278
2 C 1.0339 1.2610 -1.5176  -0.414
3 C 0.1835 0.5937 -0.6196  0.034
4 C 0.5021 -0.3512 0.2411  -0.229
5 C 2.6999 -0.3063 -0.3354  0.303
6 N 1.7625 -0.8488 0.4662  -0.437
7 F 3.8697 -0.8038 -0.0103  -0.224
8 H -0.7781 1.0968 -0.4815  0.333
9 H -0.2063 -0.7938 1.0002  0.355

---

C5H2N2O | ωB97M-V with the def2-TZVPD basis set

Calculated values
Highest occupied orbital energy (eV): -10.43
Calculated total energy (hartree): -376.3103
SMILES: N#CC1=CC(=O)C=N1
Energy above the lowest of the compared OMol25 structures with the same formula, charge and spin (kJ/mol): 271.1
Frontier orbital gap (eV): 7.87

Each line ends with the Mulliken charge.
Atoms and positions in Å:
1 N -0.4564 -2.0695 2.6484  -0.427
2 C -0.5401 -1.5894 1.4796  0.209
3 C -0.2289 -0.8170 0.3221  0.384
4 C -0.6742 0.4430 0.4694  -0.514
5 C -0.0947 1.0936 -0.7808  0.699
6 O 0.1134 2.3589 -0.7532  -0.476
7 C 0.8988 0.1090 -1.3071  -0.107
8 N 0.8335 -1.1040 -0.7055  -0.480
9 H -1.4266 1.0405 0.8965  0.421
10 H 1.5751 0.5348 -2.2694  0.291

---

C5H2O | ωB97M-V with the def2-TZVPD basis set

Calculated values
Highest occupied orbital energy (eV): -11.02
Calculated total energy (hartree): -266.7445
Energy above the lowest of the compared OMol25 structures with the same formula, charge and spin (kJ/mol): 195.1
Frontier orbital gap (eV): 10.04

Each line ends with the Mulliken charge.
Atoms and positions in Å:
1 O 1.7901 0.1928 -0.8650  -0.472
2 C 0.6625 0.0515 -0.4448  0.054
3 C -0.4849 -0.3296 -1.3260  -0.193
4 C -1.7490 -0.5486 -1.1759  -0.219
5 C 0.3212 0.2418 0.9669  -0.287
6 C 0.0389 0.3965 2.1290  0.402
7 H -0.3001 -0.4843 -2.4057  0.332
8 H -0.2054 0.5339 3.1624  0.383

---

C5H2O | ωB97M-V with the def2-TZVPD basis set

Calculated values
Highest occupied orbital energy (eV): -10.07
Calculated total energy (hartree): -266.7599
SMILES: C#CC#CC=O
Energy above the lowest of the compared OMol25 structures with the same formula, charge and spin (kJ/mol): 154.4
Frontier orbital gap (eV): 8.98

Each line ends with the Mulliken charge.
Atoms and positions in Å:
1 C -0.6602 -1.1954 -2.0425  0.068
2 C -0.3310 -0.3689 -1.2283  -0.291
3 C 0.0434 0.5551 -0.2990  0.197
4 C 0.3983 1.1662 0.7064  -0.514
5 C 0.5402 0.1404 1.7923  0.255
6 O 0.8490 0.2585 2.9385  -0.418
7 H -0.9508 -1.8805 -2.8051  0.418
8 H 0.2913 -0.8419 1.3427  0.286

---

C5H2O | ωB97M-V with the def2-TZVPD basis set

Calculated values
Highest occupied orbital energy (eV): -10.07
Calculated total energy (hartree): -266.7676
SMILES: C#CC#CC=O
Energy above the lowest of the compared OMol25 structures with the same formula, charge and spin (kJ/mol): 134.4
Frontier orbital gap (eV): 9.10

Each line ends with the Mulliken charge.
Atoms and positions in Å:
1 C -1.3388 0.1224 2.0156  0.115
2 C -1.0821 0.0010 0.8440  -0.205
3 C -0.7474 -0.1297 -0.4716  0.110
4 C -0.1652 -0.2038 -1.5468  -0.565
5 C 1.3092 -0.0450 -1.3846  0.249
6 O 2.1948 -0.0675 -2.1842  -0.418
7 H -1.6523 0.2121 3.0292  0.419
8 H 1.4817 0.1105 -0.3017  0.294

---

C5H2O | ωB97M-V with the def2-TZVPD basis set

Calculated values
Highest occupied orbital energy (eV): -10.16
Calculated total energy (hartree): -266.8005
SMILES: C#CC#CC=O
Energy above the lowest of the compared OMol25 structures with the same formula, charge and spin (kJ/mol): 48.0
Frontier orbital gap (eV): 9.62

Each line ends with the Mulliken charge.
Atoms and positions in Å:
1 C -2.0394 1.4821 1.0175  -0.307
2 C -0.9530 1.3310 0.5179  -0.198
3 C 0.0954 0.5901 0.0234  0.452
4 C 0.7390 -0.3643 -0.3475  -0.055
5 C 1.1887 -1.7161 -0.5928  -0.137
6 O 2.2450 -2.1624 -0.2149  -0.416
7 H -3.0178 1.4350 1.4308  0.388
8 H 0.4293 -2.3299 -1.1191  0.273

---

C5H2O | ωB97M-V with the def2-TZVPD basis set

Calculated values
Highest occupied orbital energy (eV): -10.67
Calculated total energy (hartree): -266.8044
SMILES: C#CC(=O)C#C
Energy above the lowest of the compared OMol25 structures with the same formula, charge and spin (kJ/mol): 37.6
Frontier orbital gap (eV): 10.12

Each line ends with the Mulliken charge.
Atoms and positions in Å:
1 C 1.9269 0.6343 0.0132  0.036
2 C 1.2048 -0.3225 -0.1071  -0.198
3 C 0.0117 -1.1599 -0.1861  -0.086
4 O -0.0310 -2.3530 -0.3714  -0.468
5 C -1.1383 -0.2799 0.0027  -0.202
6 C -1.9157 0.6220 0.1786  0.181
7 H 2.5095 1.5207 0.1281  0.370
8 H -2.5953 1.4310 0.3378  0.368

---

C5H2S5 | ωB97M-V with the def2-TZVPD basis set

Calculated values
Highest occupied orbital energy (alpha / beta) (eV): -7.63 / -7.63
Calculated total energy (hartree): -2182.4556
Energy above the lowest of the compared OMol25 structures with the same formula, charge and spin (kJ/mol): 0.0
Frontier orbital gap (alpha / beta) (eV): 4.22 / 4.22

Each line ends with the Mulliken charge.
Atoms and positions in Å:
1 C -1.2126 -0.6266 0.2751  -0.139
2 C -1.8309 -0.8251 1.4655  0.060
3 C -0.0321 -0.1740 -0.2241  -0.124
4 C 0.9948 0.2243 -0.7568  0.710
5 C 2.0868 0.9595 -1.4654  -0.450
6 S -2.6376 -0.8195 -0.8268  -0.087
7 S -3.5173 -1.2925 1.0540  -0.080
8 S -1.0699 -0.8603 2.9663  0.037
9 S 1.3017 2.6025 -1.6176  -0.274
10 S 0.8138 -0.6244 2.5748  -0.228
11 H 3.1349 0.9187 -0.9837  0.314
12 H 1.9685 0.5174 -2.4614  0.261

---

C5H30N2O10 | ωB97M-V with the def2-TZVPD basis set

Calculated values
Highest occupied orbital energy (eV): -9.20
Calculated total energy (hartree): -1070.3756
SMILES: C[C@@H](NCCN)C(O)O.O.O.O.O.O.O.O.O
Energy above the lowest of the compared OMol25 structures with the same formula, charge and spin (kJ/mol): 276.8
Frontier orbital gap (eV): 9.40

Each line ends with the Mulliken charge.
Atoms and positions in Å:
1 C -1.2524 2.3971 -0.6904  -2.102
2 C -0.7604 1.0023 -0.9258  1.211
3 N 0.0656 0.4039 0.1236  1.267
4 C 1.0845 -0.4968 -0.4363  0.033
5 C 2.0410 -1.2448 0.4757  -1.080
6 N 1.1719 -2.3348 1.0005  -0.413
7 C -2.0193 0.0810 -1.3241  -0.388
8 O -2.2660 -0.8597 -0.3013  -0.531
9 O -1.9959 -0.4285 -2.6036  -0.651
10 H -0.4867 3.0338 -0.2236  0.348
11 H -1.4462 2.9717 -1.6042  0.421
12 H -2.1863 2.5095 -0.1284  0.522
13 H -0.0902 1.0212 -1.7973  -0.135
14 H -0.4861 -0.0530 0.8374  -0.374
15 H 1.6939 0.0993 -1.1323  -0.340
16 H 0.5738 -1.2160 -1.0710  0.362
17 H 2.3717 -0.6181 1.3066  0.172
18 H 2.8917 -1.6304 -0.0973  0.399
19 H 0.4955 -1.9181 1.6275  0.005
20 H 1.5766 -3.0920 1.5402  0.259
21 H -2.8548 0.7788 -1.3098  0.430
22 H -2.9737 -1.4841 -0.5004  0.303
23 H -1.1295 -0.8456 -2.8105  0.506
24 O 2.9423 2.1368 -0.1755  -0.685
25 H 2.1607 1.7762 0.2570  0.323
26 H 3.6200 2.4592 0.4181  0.301
27 O 0.0149 -4.3784 -0.5234  -0.670
28 H -0.4050 -3.6946 0.0145  0.330
29 H 0.8723 -3.9597 -0.6838  0.326
30 O 0.5065 -0.7248 -3.2847  -0.660
31 H 1.2416 -0.1392 -2.9906  0.252
32 H 0.1977 -0.3867 -4.1381  0.359
33 O 2.3025 1.4718 -2.9706  -0.679
34 H 2.2198 1.5761 -2.0043  0.371
35 H 3.1123 1.0376 -3.2999  0.343
36 O -0.7475 2.7540 2.3405  -0.650
37 H -0.9669 2.0152 1.7892  0.209
38 H 0.2213 2.8551 2.4507  0.378
39 O 2.1207 1.2739 2.5683  -0.581
40 H 2.4803 1.4363 3.4430  0.264
41 H 1.1832 1.0645 2.5046  0.203
42 O -0.8920 -1.0133 3.6098  -0.645
43 H -0.6429 -0.3106 4.2220  0.300
44 H -1.7697 -0.7025 3.2760  0.383
45 O -3.0758 -0.2963 2.2448  -0.733
46 H -3.9727 -0.6467 2.1036  0.268
47 H -2.6208 -0.3192 1.3663  0.469